Entry from the Open Molecules 2025 dataset: C36H25BrN8O2S2Sc as an isolated structure at a distorted geometry (ωB97M-V with the def2-TZVPD basis set).

Each line ends with the Mulliken charge.
Atoms and positions in Å:
Sc1 -0.2255 -0.5816 -0.0077  0.04
C1 0.1325 2.9095 2.9526  -1.09
C2 -0.2983 2.0591 1.9229  -0.53
N1 0.4061 0.9921 1.4922  1.13
C3 1.6590 0.7588 2.0265  0.39
C4 2.1107 1.5782 3.0922  0.96
C5 1.3272 2.6334 3.5001  -0.93
C6 3.4009 1.2816 3.6146  -1.34
C7 4.0257 0.1455 3.1980  -0.81
C8 3.5730 -0.6062 2.0725  -0.43
C9 2.4446 -0.1996 1.4145  -0.11
N2 1.9564 -0.7176 0.2273  0.49
C10 2.7509 -1.0182 -0.8241  0.62
C11 4.1498 -1.2224 -0.8921  -1.31
C12 4.7268 -1.6107 -2.1235  -0.94
C13 3.9503 -1.7564 -3.2789  -0.97
C14 2.5915 -1.3762 -3.3488  1.05
C15 1.9185 -1.2472 -4.5858  -0.92
C16 0.6459 -0.7855 -4.4963  -0.92
C17 0.0907 -0.5436 -3.2018  -0.30
N3 0.7628 -0.5855 -2.0717  1.00
C18 2.0986 -0.9531 -2.1027  0.40
H1 -0.3745 3.8497 3.1345  0.44
H2 -1.2697 2.0803 1.3617  0.69
H3 1.6609 3.1211 4.4000  0.41
H4 3.7012 1.8321 4.5092  0.32
H5 4.9816 -0.0798 3.6405  0.40
H6 4.1572 -1.4468 1.8052  0.65
H7 4.6639 -1.3153 0.0044  0.36
H8 5.8146 -1.7283 -2.2069  0.36
H9 4.4116 -2.1342 -4.2200  0.28
H10 2.3307 -1.3747 -5.5453  0.50
H11 -0.0376 -0.6328 -5.3370  0.42
H12 -0.9962 -0.3304 -3.0751  0.18
N4 -1.4459 4.2173 -0.0359  0.15
C19 -2.1653 4.9653 0.8087  -0.21
C20 -1.2953 5.7247 1.5316  -0.89
N5 0.0129 5.4629 1.0993  -0.67
C21 -0.1526 4.4868 0.2086  0.11
C22 0.8067 3.5999 -0.4260  0.45
N6 0.6730 3.0309 -1.6044  -0.60
C23 1.8391 2.3817 -1.8109  -0.29
C24 2.6448 2.4758 -0.7429  -0.95
N7 2.0445 3.3804 0.1540  0.03
H13 -1.7837 3.3701 -0.5945  0.16
H14 -3.2087 4.8530 0.7712  0.55
H15 -1.4526 6.5333 2.2203  0.45
H16 1.8450 1.8101 -2.7179  0.65
H17 3.6106 2.1018 -0.5332  0.63
H18 2.3010 3.4661 1.1326  0.36
S1 -1.0833 -1.6916 2.1346  -0.72
C25 -1.4890 -3.3157 1.6990  0.54
C26 -1.8016 -4.3066 2.6767  -0.54
C27 -2.0941 -5.6143 2.3210  -0.59
C28 -2.0699 -6.0110 1.0248  -0.48
C29 -1.8054 -5.1081 -0.0113  -0.88
C30 -1.5231 -3.7772 0.3030  0.74
S2 -0.9431 -2.7693 -1.0702  -0.55
H19 -1.7851 -4.0579 3.7648  0.28
H20 -2.2867 -6.3280 3.1251  0.31
H21 -2.1737 -7.0296 0.7210  0.36
H22 -1.7209 -5.4351 -1.0581  0.37
Br1 -5.0988 -3.1237 1.3043  -0.13
C31 -5.0568 -1.7389 -0.0069  -0.40
C32 -5.9793 -1.7072 -1.0716  -0.08
N8 -5.9030 -0.8218 -2.0568  -0.67
C33 -4.8668 0.0150 -2.1528  -0.31
C34 -3.8306 -0.0818 -1.2035  0.16
C35 -3.8955 -0.9648 -0.1603  0.62
C36 -2.7070 0.9565 -1.2102  0.09
O1 -2.8592 2.0064 -1.8063  -0.81
O2 -1.6654 0.6282 -0.5106  0.35
H23 -6.8755 -2.3619 -0.8961  0.28
H24 -4.9440 0.7626 -2.9623  0.42
H25 -3.0574 -0.9800 0.5911  0.16

Summary:
- energy relative to the best compared isomer or geometry (same formula, charge and spin) (kcal/mol) = 12.11
- HOMO level (eV) = -4.17
- largest force on an atom (eV/A) = 3.4
- molar mass (g mol⁻¹) = 790.64
- Kohn-Sham gap (eV) = 6.025
- E_LUMO (hartree) = 0.0681
- net charge = -1